No. 1
ORCA calculation (wB97M-V/def2-TZVPD) on a 15-piece molecular cluster, C38H110N4O15 overall in a non-equilibrium geometry.

DFT total energy (eV): -77854.241
Gap between HOMO and LUMO (Ha): 0.338

Geometry as XYZ:
```
167
C38H110N4O15 wB97M-V/def2-TZVPD
C 8.21297 -1.34908 -1.07392
C 6.90376 -0.74627 -0.64989
O 7.13046 0.48472 -0.06307
H 8.06854 -2.30980 -1.56813
H 8.88279 -1.57517 -0.24427
H 8.83078 -0.65958 -1.64924
H 6.44226 -1.45008 0.04276
H 6.21599 -0.59736 -1.48230
H 7.55196 0.32840 0.78517
C -0.28691 0.23976 6.96496
C -0.02170 1.72458 6.68479
O -1.20242 2.43413 6.52754
H -0.98859 0.12585 7.79126
H 0.65636 -0.22809 7.24680
H -0.69435 -0.35277 6.14580
H 0.54676 1.77890 5.75635
H 0.66756 2.11683 7.43254
H -1.00541 3.33266 6.25289
C 4.87604 6.07176 0.11543
C 5.93230 5.34198 -0.69553
O 5.28221 4.22160 -1.30445
H 3.94986 6.23944 -0.43428
H 5.25814 7.03790 0.44510
H 4.64691 5.45496 0.98441
H 6.70788 5.10495 0.03274
H 6.28222 5.93332 -1.54168
H 5.60733 3.46690 -0.80812
C -2.48914 -6.29393 2.15679
C -1.08304 -6.38311 1.68594
O -1.18441 -6.36292 0.22386
H -3.04643 -5.42227 1.81367
H -2.44912 -6.31445 3.24586
H -3.10877 -7.13467 1.84482
H -0.56637 -7.25281 2.09186
H -0.51101 -5.55249 2.09939
H -0.95339 -7.24421 -0.07871
C 1.23304 3.93021 -4.02931
C 2.27798 3.08348 -4.78908
O 3.42140 3.83635 -5.01011
H 1.61466 4.47176 -3.16375
H 0.41212 3.36399 -3.58933
H 0.77445 4.67600 -4.67860
H 1.96510 2.62380 -5.72658
H 2.60245 2.30637 -4.09705
H 3.81867 3.90427 -4.13881
C 3.68525 -4.15046 3.93243
C 3.47716 -4.72650 5.32161
O 4.43674 -5.69461 5.55369
H 4.66077 -3.68770 3.78302
H 2.85110 -3.46188 3.79776
H 3.55899 -4.89102 3.14268
H 2.45494 -5.05797 5.50406
H 3.57165 -3.92876 6.05834
H 4.12988 -6.23697 6.28393
C -5.01396 -4.39748 -8.64541
C -4.08727 -3.60540 -7.64524
O -3.54689 -4.52881 -6.73863
H -4.44240 -5.09721 -9.25515
H -5.63481 -3.67872 -9.18022
H -5.73638 -5.03609 -8.13708
H -4.65546 -2.82179 -7.14404
H -3.28256 -3.21840 -8.27035
H -2.94789 -4.07511 -6.14117
C 3.94216 -2.03059 -6.23485
C 3.09617 -2.95324 -7.12192
O 3.58767 -3.03210 -8.43787
H 5.00451 -2.12783 -6.45857
H 3.76954 -2.13496 -5.16368
H 3.70812 -0.98070 -6.41106
H 2.08463 -2.54869 -7.15680
H 3.12824 -3.92471 -6.62865
H 2.99351 -3.58698 -8.94843
C 4.15304 -5.99620 -2.11454
C 5.10575 -6.29675 -3.23671
O 6.16392 -7.02465 -2.69168
H 3.33870 -5.44574 -2.58568
H 4.61141 -5.33212 -1.38174
H 3.73160 -6.83610 -1.56223
H 5.50912 -5.37907 -3.66477
H 4.62469 -6.90594 -4.00195
H 6.89794 -6.98199 -3.30893
C -7.61972 -3.54060 -1.09346
C -7.18527 -4.86907 -0.43441
O -7.94817 -5.90949 -0.93394
H -8.63401 -3.20100 -0.88373
H -7.58918 -3.69064 -2.17265
H -6.90596 -2.76926 -0.80420
H -7.26289 -4.84118 0.65247
H -6.14385 -5.14011 -0.60781
H -7.75773 -5.97142 -1.87282
C -5.01746 2.98958 -4.88495
C -3.92995 3.48914 -5.82963
O -4.30343 3.21965 -7.19792
H -5.91791 3.55649 -5.12140
H -4.73723 3.15986 -3.84543
H -5.14867 1.90816 -4.84711
H -2.99496 2.98156 -5.59246
H -3.74857 4.53713 -5.59107
H -3.47908 3.07059 -7.66681
C -2.33147 -1.19428 -2.01508
C -0.87014 -1.42743 -2.42301
C 0.06946 -1.16673 -1.20022
O 0.06445 0.24736 -0.80237
C 0.93789 0.53609 0.30983
N -0.71326 -2.82437 -2.78115
H -2.30419 -0.16801 -1.64885
H -2.75811 -1.87136 -1.27505
H -2.94928 -1.30691 -2.90599
H -0.71483 -0.69071 -3.21118
H 1.06231 -1.60005 -1.32098
H -0.29911 -1.83439 -0.42144
H 0.70841 1.53891 0.67009
H 1.99422 0.48623 0.04567
H 0.59854 -0.07971 1.14273
H -1.15820 -3.41548 -2.09360
H 0.26648 -2.99197 -2.60192
C -4.90340 0.42867 3.04029
C -5.89789 1.15602 3.93814
C -7.37397 0.76929 3.70259
O -7.63194 1.09728 2.31475
C -8.93809 0.82881 1.86567
N -5.47783 0.93873 5.29296
H -5.09589 -0.64403 3.02146
H -3.89106 0.56279 3.42148
H -5.00477 0.88991 2.05791
H -5.66287 2.20075 3.73459
H -8.04315 1.40107 4.28667
H -7.58768 -0.28212 3.89484
H -9.12191 1.04681 0.81363
H -9.64472 1.45561 2.40964
H -9.22254 -0.21603 1.99016
H -6.12848 1.36811 5.93512
H -4.66197 1.51969 5.42322
C -6.56093 6.94853 0.88522
C -5.57560 7.96023 0.35520
C -4.36506 7.27182 -0.35473
O -3.74274 6.44279 0.63648
C -2.72876 5.54471 0.16086
N -6.32985 8.82657 -0.59039
H -6.13415 6.18817 1.53929
H -6.95568 6.35774 0.05864
H -7.35781 7.39438 1.48045
H -5.14514 8.60348 1.12268
H -3.79944 8.10464 -0.77256
H -4.64112 6.69626 -1.23826
H -2.72124 4.64968 0.78292
H -1.77311 6.06825 0.13338
H -2.96093 5.19179 -0.84395
H -6.98876 9.28654 0.02145
H -5.74316 9.56129 -0.95929
C 5.85210 0.76655 5.49193
C 7.33181 1.17946 5.33560
C 7.97097 1.40160 6.71702
O 7.24474 2.44492 7.35802
C 7.95176 3.01256 8.42393
N 8.06749 0.13686 4.58734
H 5.29132 1.55220 5.99826
H 5.68051 -0.10198 6.12779
H 5.45052 0.57228 4.49740
H 7.27890 2.12826 4.80168
H 8.99749 1.74990 6.60282
H 7.96084 0.49199 7.31753
H 8.37336 2.23192 9.05715
H 7.26527 3.57500 9.05678
H 8.64033 3.75781 8.02573
H 8.02082 -0.71226 5.13223
H 9.04278 0.38559 4.50341
```

=====

No. 2
ORCA calculation (wB97M-V/def2-TZVPD) on C38H127InN2O29 as an isolated structure in a non-equilibrium geometry.

Charge: +2
DFT total energy (eV): -108973.646
Gap between HOMO and LUMO (Ha): 0.046

Geometry as XYZ:
```
197
C38H127InN2O29 wB97M-V/def2-TZVPD
In 1.03162 6.43536 -0.11598
C 0.34712 1.12867 -0.29618
C 1.28900 2.24525 -0.76747
O 1.78949 2.26296 -1.87580
O 1.51419 3.17359 0.05587
H 0.36096 0.25723 -0.95079
H -0.69305 1.45163 -0.25308
H 0.70047 0.82881 0.69039
C 7.14222 4.41450 0.70722
C 6.43398 5.39603 -0.28331
O 6.05520 4.53550 -1.36209
H 8.10521 4.25255 0.22294
H 6.61530 3.50638 1.00008
H 7.34260 4.93137 1.64573
H 7.18607 6.12647 -0.58147
H 5.60881 5.89691 0.22296
H 5.48787 3.89371 -0.92868
C -1.00428 -2.16000 -2.10753
C -1.42190 -3.28745 -3.03267
O -1.74497 -2.80040 -4.33690
H 0.00086 -1.87529 -2.41853
H -1.12735 -2.39862 -1.05111
H -1.50465 -1.20409 -2.26240
H -2.28326 -3.82394 -2.63474
H -0.65825 -4.04723 -3.19898
H -0.98994 -2.27615 -4.61385
C -4.35646 2.00210 1.28739
C -4.73480 3.42464 1.58569
O -3.55733 4.24354 1.81188
H -3.76245 1.89041 0.38032
H -5.19677 1.31752 1.17193
H -3.78964 1.56417 2.10900
H -5.41791 3.45686 2.43447
H -5.31519 3.79250 0.73957
H -3.88235 5.04996 2.21886
C 3.53434 4.46131 -6.91880
C 2.95142 4.33656 -5.49797
O 4.05392 4.15589 -4.60955
H 2.80996 4.66386 -7.70768
H 3.86206 3.46276 -7.20794
H 4.30223 5.22557 -7.03866
H 2.34255 3.44139 -5.37125
H 2.36358 5.23291 -5.30023
H 4.30093 5.01026 -4.24810
C -0.46848 3.99865 -7.20110
C -0.35933 2.46642 -7.16124
O -0.34489 1.94462 -8.44517
H -0.66589 4.45166 -6.22955
H -1.23127 4.41676 -7.85793
H 0.45138 4.49795 -7.50549
H -1.21146 2.03699 -6.63440
H 0.57206 2.25949 -6.63419
H -1.18467 1.98407 -8.90865
C -1.36338 -1.07273 5.69079
C -0.87227 -2.46875 5.67943
O -1.59842 -3.21512 6.66409
H -0.92752 -0.38887 4.96246
H -1.18890 -0.64563 6.67833
H -2.42936 -1.07240 5.46323
H 0.16293 -2.56379 6.00719
H -0.91053 -2.88099 4.67112
H -1.70811 -2.71483 7.47605
C -2.96694 2.40979 4.61428
C -2.46426 3.06044 5.95007
O -1.31850 2.46936 6.56625
H -3.86943 2.95844 4.34482
H -3.21823 1.35791 4.75034
H -2.27525 2.54315 3.78250
H -3.23885 2.86481 6.69159
H -2.34564 4.13647 6.07730
H -1.27129 2.50153 7.52455
C -3.54055 1.77755 -4.72060
C -3.30515 1.46734 -3.21822
O -2.17191 2.17073 -2.88033
H -3.66097 2.85969 -4.77130
H -4.50225 1.39800 -5.06583
H -2.80118 1.37124 -5.41078
H -3.24542 0.38220 -3.13452
H -4.09304 1.76960 -2.52831
H -2.52733 3.03122 -2.64615
C 3.61519 -0.87604 -1.09047
C 3.78385 -0.55328 0.47127
O 5.05087 -0.00916 0.72696
H 2.58037 -1.18394 -1.24033
H 4.23261 -1.67031 -1.51002
H 3.75538 0.00162 -1.72147
H 3.76815 -1.44165 1.10267
H 2.95109 0.03673 0.85400
H 5.15956 0.15987 1.66569
C -4.88109 -1.03500 3.49815
C -4.68043 -2.35832 2.76448
C -6.01136 -3.01830 2.95460
C -6.37274 -4.22881 1.97715
C -6.17483 -3.78113 0.51356
C -4.82039 -3.03692 0.27531
N -4.50923 -2.08420 1.30264
O -3.52004 -1.15664 0.95468
C -3.74351 -4.09452 0.19473
C -5.08871 -2.43939 -1.16550
C -3.62075 -3.20030 3.40070
H -5.56531 -0.32365 3.03562
H -3.92895 -0.51318 3.40197
H -5.03916 -1.17353 4.56769
H -6.00924 -3.48488 3.93969
H -6.85063 -2.34950 2.76373
H -7.41187 -4.53498 2.09780
H -5.77317 -5.06702 2.33216
H -7.11289 -3.25849 0.32650
H -6.16342 -4.70437 -0.06574
H -3.70480 -4.83453 0.99409
H -3.75699 -4.68182 -0.72342
H -2.72123 -3.71782 0.16089
H -5.62380 -3.08383 -1.86298
H -5.64388 -1.51137 -1.02890
H -4.07927 -2.19733 -1.49796
H -3.48182 -3.12656 4.47929
H -2.68634 -3.04151 2.86240
H -3.76626 -4.24800 3.13755
H -2.67036 -1.56287 1.14078
C 3.87538 -5.93534 0.59172
C 2.34545 -5.48378 0.53256
C 1.77707 -6.60212 -0.34114
C 0.19530 -6.65169 -0.37027
C -0.22131 -6.90092 1.06124
C 0.25507 -5.77079 2.04146
N 1.69473 -5.52429 1.85575
O 2.24259 -4.64155 2.84590
C -0.58915 -4.50610 1.75269
C -0.07471 -6.33439 3.44999
C 2.26034 -4.09026 -0.14013
H 4.38544 -5.10532 1.08060
H 4.33965 -6.26772 -0.33676
H 4.05977 -6.73793 1.30584
H 2.00763 -6.46803 -1.39801
H 2.19183 -7.59873 -0.18997
H -0.20581 -7.42393 -1.02666
H -0.15647 -5.66483 -0.67104
H 0.14223 -7.90710 1.26987
H -1.30703 -6.99377 1.03503
H -1.65360 -4.73308 1.69327
H -0.53334 -3.80879 2.58859
H -0.33555 -4.01109 0.81527
H 0.50282 -7.23613 3.65352
H 0.14073 -5.64847 4.26926
H -1.13682 -6.57871 3.46829
H 1.27146 -3.87848 -0.54678
H 2.87687 -4.04088 -1.03765
H 2.58680 -3.27687 0.50788
H 1.81122 -3.80042 2.67851
O -0.92354 -1.18537 1.77736
H -0.70942 -0.32564 2.13966
H -0.26354 -1.77237 2.14622
O 3.60471 1.54117 -3.78589
H 3.03909 1.80476 -3.06006
H 3.80578 2.35813 -4.24237
O 0.18690 -0.97683 -5.35323
H 1.14206 -1.03781 -5.36683
H 0.00782 -0.04929 -5.19886
O 0.26553 1.57342 -4.13221
H -0.56473 1.92769 -3.81377
H 0.87360 1.69459 -3.40297
O 3.44920 5.28729 1.42400
H 3.36374 4.34501 1.56902
H 3.97866 5.59620 2.15918
O -1.33401 4.48737 0.20709
H -1.97049 4.26337 0.88602
H -1.20350 3.67244 -0.27778
O 5.16588 3.36298 3.99023
H 4.36697 3.08736 3.54077
H 5.14272 2.89888 4.82708
O 0.37510 4.67528 -2.43194
H 0.74283 3.79304 -2.38040
H 0.02576 4.73812 -3.32089
O 0.31154 5.03602 2.63043
H 0.20010 5.31809 3.53831
H 0.09816 4.10297 2.64111
O 0.39142 2.12943 4.54929
H 0.85108 1.39113 4.94911
H -0.21622 2.42857 5.22570
O 2.82086 2.66883 2.83136
H 2.10994 2.53862 3.45895
H 2.40569 2.57013 1.97456
O 1.53539 -1.64507 3.55121
H 1.91004 -2.09153 4.31052
H 1.68739 -0.71528 3.72038
O 6.36667 2.16415 -3.18477
H 5.50664 1.94969 -3.54614
H 6.20998 2.92787 -2.62942
O 4.39196 2.47561 -0.43551
H 4.49569 1.67562 0.07973
H 3.48046 2.45677 -0.72711
O 3.24083 -0.35659 -5.89270
H 3.14318 0.30997 -6.57270
H 3.40756 0.14031 -5.09175
O 3.31343 5.08481 -1.76967
H 4.19407 5.39048 -1.98706
H 3.34767 4.13793 -1.90565
```

=====

No. 3
ORCA calculation (wB97M-V/def2-TZVPD) on C38H17F15GeN2OPdS4Te as an isolated structure in a non-equilibrium geometry.

DFT total energy (eV): -196099.123
Gap between HOMO and LUMO (spin up / spin down) (Ha): 0.217 / 0.217

Geometry as XYZ:
```
80
C38H17F15GeN2OPdS4Te wB97M-V/def2-TZVPD
Pd 0.45514 0.34858 -0.58247
C -3.40198 2.30900 -0.00643
C -1.92728 2.08472 -0.16957
N -1.48758 0.85939 -0.26599
N -2.45131 -0.14206 -0.27472
C -2.08817 -1.21361 -0.86363
S -0.44708 -1.53126 -1.45754
S -3.16766 -2.55329 -1.12734
C -4.77201 -1.84082 -0.69341
C -5.24102 -0.65178 -1.49904
C -4.86651 -0.44052 -2.82016
C -5.35324 0.65308 -3.52240
C -6.23139 1.54118 -2.91689
C -6.61782 1.32980 -1.60112
C -6.11922 0.24359 -0.89772
C -1.03833 3.22772 -0.27247
C -1.59127 4.46763 -0.65192
C -0.81606 5.58910 -0.80306
C 0.55675 5.50067 -0.55023
C 1.13084 4.31220 -0.17469
C 0.36159 3.13696 -0.03476
O 0.95668 2.04605 0.36842
H -3.83450 1.50625 0.58165
H -3.89512 2.28352 -0.98147
H -3.59551 3.26582 0.46668
H -4.76659 -1.59869 0.36851
H -5.45081 -2.68571 -0.83443
H -4.17890 -1.12566 -3.30040
H -5.04585 0.80955 -4.54830
H -6.61201 2.39155 -3.46735
H -7.30162 2.01591 -1.11783
H -6.41247 0.09124 0.13512
H -2.65007 4.53543 -0.85698
H -1.26101 6.52401 -1.11394
H 1.18140 6.37862 -0.66000
H 2.19027 4.24160 0.01935
F 7.32374 -0.34145 0.10732
C 6.81639 0.84160 0.49710
C 5.51024 1.16033 0.16695
C 5.03795 2.37673 0.61571
F 3.77884 2.73753 0.37516
C 5.83009 3.25641 1.33569
F 5.34389 4.42735 1.74931
C 7.13540 2.90999 1.63195
F 7.90603 3.74367 2.32353
C 7.63771 1.68843 1.21387
F 8.89367 1.34945 1.50528
Ge 4.46339 -0.20398 -0.79384
S 2.52763 0.25097 -1.68979
C 5.46837 -0.71392 -2.41249
C 5.08360 -1.82544 -3.14489
F 4.06561 -2.59316 -2.72110
C 5.69260 -2.19380 -4.32947
F 5.29370 -3.27790 -4.99450
C 6.72468 -1.41869 -4.82859
F 7.32090 -1.75463 -5.96722
C 7.12181 -0.28534 -4.14320
F 8.10167 0.47588 -4.62948
C 6.48674 0.05055 -2.95984
F 6.89864 1.17839 -2.36336
C 4.43684 -1.60882 0.58635
C 4.96337 -2.88562 0.51356
F 5.66031 -3.28074 -0.55476
C 4.79674 -3.81143 1.52914
F 5.29547 -5.04190 1.41892
C 4.09291 -3.45557 2.66506
F 3.90796 -4.34125 3.63824
C 3.59579 -2.16983 2.79422
F 2.92296 -1.82331 3.89474
C 3.79122 -1.26971 1.76459
F 3.32526 -0.02157 1.92285
Te 0.49722 -1.61647 1.16727
C 1.27900 -3.42106 0.48048
C 2.08058 -3.64726 -0.60052
C 2.43266 -5.01699 -0.73825
C 1.90165 -5.79465 0.24588
S 0.93352 -4.88197 1.32158
H 2.39346 -2.86084 -1.27925
H 3.06325 -5.39750 -1.52895
H 2.03145 -6.85395 0.39750
```